The following is a quantum chemistry calculation of 2 unconnected molecules or ions with the total composition C27H29N5O5 at a distorted geometry, from the OMol25 dataset.

XYZ file:
```
66
Properties=species:S:1:pos:R:3:nbo_charge:R:1
C 4.9195 2.9316 -2.1705 -0.625
C 4.4254 1.5434 -2.3653 -0.274
C 3.5975 0.9145 -1.4604 0.104
N 3.1036 -0.3120 -1.5739 -0.721
C 3.4989 -1.1166 -2.6155 0.754
O 3.2155 -2.3042 -2.7389 -0.715
N 4.2865 -0.4805 -3.5834 -0.639
C 4.8272 0.7962 -3.5516 0.634
O 5.5648 1.1813 -4.4603 -0.664
H 5.6207 3.1960 -2.9654 0.243
H 4.0950 3.6591 -2.1746 0.198
H 5.4256 3.0405 -1.2007 0.201
H 3.2891 1.4497 -0.5525 0.164
H 4.5615 -1.0816 -4.3461 0.410
C -4.8017 0.0831 2.5328 -0.421
N -3.7840 0.1499 1.5099 -0.456
C -3.9919 0.8358 0.3452 0.679
O -5.0336 1.3991 0.0234 -0.583
C -2.7057 0.7335 -0.4757 -0.122
C -2.0497 2.0864 -0.7403 -0.441
C -2.9151 2.9881 -1.5928 0.069
C -3.3222 4.2275 -1.0879 -0.221
C -4.2204 5.0109 -1.8110 -0.200
C -4.6824 4.5713 -3.0585 -0.209
C -4.2160 3.3636 -3.5972 -0.193
C -3.3273 2.5717 -2.8637 -0.243
N -1.8751 -0.1495 0.3456 -0.342
C -0.6304 -0.4869 -0.0380 0.241
C 0.2024 -1.2965 0.7185 -0.392
C 1.4813 -1.6944 0.3712 0.032
C 2.2806 -2.5432 1.1942 -0.028
C 3.5538 -2.9947 0.7295 -0.146
C 4.3369 -3.8565 1.4719 -0.169
C 3.8652 -4.3261 2.7211 0.061
N 4.6549 -5.1592 3.5528 0.487
O 4.1706 -5.4891 4.6637 -0.373
O 5.7906 -5.5224 3.1780 -0.348
C 2.6046 -3.9200 3.2007 -0.181
C 1.8398 -3.0275 2.4710 -0.182
C -2.4956 -0.5212 1.6309 0.334
C -1.7286 0.0502 2.8361 -0.640
C -2.7127 -2.0385 1.7603 -0.641
H -5.6568 0.6884 2.2205 0.261
H -5.1283 -0.9528 2.6910 0.203
H -4.4162 0.4643 3.4869 0.203
H -2.9409 0.2372 -1.4359 0.238
H -1.8445 2.5697 0.2284 0.218
H -1.0804 1.9091 -1.2303 0.225
H -2.9609 4.5364 -0.1030 0.207
H -4.5673 5.9565 -1.3890 0.219
H -5.4067 5.1692 -3.6107 0.220
H -4.5533 3.0256 -4.5794 0.220
H -2.9737 1.6107 -3.2529 0.206
H -0.3046 -0.0823 -1.0034 0.247
H -0.1747 -1.6654 1.6654 0.206
H 1.8966 -1.4081 -0.5934 0.306
H 3.8927 -2.6565 -0.2506 0.277
H 5.3051 -4.2012 1.1205 0.260
H 2.2542 -4.3167 4.1500 0.256
H 0.8844 -2.7088 2.8941 0.206
H -1.6966 1.1466 2.7664 0.231
H -2.2295 -0.2430 3.7681 0.231
H -0.7001 -0.3137 2.8680 0.227
H -3.3978 -2.3659 0.9667 0.233
H -1.7808 -2.5939 1.6439 0.227
H -3.1388 -2.2682 2.7461 0.231
```

As for the LUMO energy: -0.1036 hartree. The HOMO-LUMO gap comes out at 0.14288 Ha. For the HOMO energy, the calculation gives -6.708 eV. Its total charge is 0. For the maximum force, the calculation gives 3.9 eV/Å.


The following is a quantum chemistry calculation of a molecular structure, C27H29N6O8SZr at a distorted geometry, from the OMol25 dataset.

XYZ file:
```
72
Properties=species:S:1:pos:R:3:lowdin_charge:R:1
Zr -0.2984 -0.4173 0.2575 1.934
N -3.0422 -1.3873 0.7782 0.093
C -3.2532 0.0176 0.9225 -0.282
C -4.5150 0.5437 1.1844 0.048
C -4.6856 1.9211 1.1401 0.024
C -3.5821 2.7174 0.8492 0.012
C -2.3537 2.1131 0.6562 -0.058
N -2.1725 0.7811 0.6876 -0.019
C -2.8424 -1.7876 -0.5718 -0.298
C -3.6335 -2.7524 -1.1928 0.046
C -3.4367 -2.9971 -2.5439 0.019
C -2.4677 -2.2668 -3.2304 0.004
C -1.6963 -1.3584 -2.5267 -0.092
N -1.8588 -1.1325 -1.2096 -0.043
H -3.7968 -1.9258 1.2095 0.158
H -5.3426 -0.1173 1.4031 0.137
H -5.6615 2.3619 1.2955 0.141
H -3.6725 3.7878 0.7653 0.133
H -1.4766 2.7157 0.4532 0.120
H -4.3852 -3.2892 -0.6329 0.134
H -4.0394 -3.7275 -3.0644 0.139
H -2.3259 -2.4052 -4.2918 0.132
H -0.9315 -0.7538 -3.0087 0.130
O -0.2780 -0.4513 2.4640 -0.177
C 0.6829 -1.3860 3.0231 -0.179
C -0.0164 -2.6540 3.5131 -0.121
C -0.8864 -3.2826 2.4080 -0.120
C -0.1076 -3.6068 1.1619 -0.235
C 0.5609 -4.8253 1.0387 0.037
C 1.2928 -5.0981 -0.1037 0.019
C 1.3036 -4.1505 -1.1230 -0.002
C 0.6056 -2.9736 -0.9411 -0.134
N -0.0692 -2.6748 0.1900 -0.045
H -0.5875 0.1179 3.1923 0.164
H 1.2264 -0.9213 3.8523 0.151
H 1.3854 -1.6180 2.2077 0.102
H -0.6604 -2.4148 4.3627 0.134
H 0.7354 -3.3644 3.8582 0.138
H -1.6937 -2.5818 2.1687 0.082
H -1.3225 -4.2000 2.8076 0.139
H 0.4851 -5.5634 1.8226 0.140
H 1.8305 -6.0281 -0.2012 0.136
H 1.8298 -4.3314 -2.0473 0.129
H 0.5858 -2.2128 -1.7239 0.107
O 0.6112 1.4361 0.7833 -0.131
C 0.6012 1.7715 -0.4434 -0.624
O 0.1296 0.9139 -1.2616 -0.108
C 1.1003 3.0784 -0.8860 -0.117
C 0.6318 3.6247 -2.0812 0.095
C 1.0406 4.8928 -2.4573 -0.074
C 1.9412 5.6216 -1.6934 0.139
C 2.4265 5.0453 -0.5262 -0.076
C 2.0014 3.7994 -0.0985 0.087
N 3.4348 5.7701 0.2785 -0.355
O 3.9446 5.1320 1.1656 0.105
O 3.6641 6.8977 -0.0410 0.159
N 0.4635 5.4793 -3.6896 -0.355
O 0.9102 6.5281 -4.0460 0.158
O -0.4099 4.8271 -4.2019 0.111
H -0.0652 3.0800 -2.7014 0.139
H 2.2552 6.6156 -1.9959 0.153
H 2.3793 3.3938 0.8280 0.132
C 4.1380 -1.0484 -1.0154 -0.173
S 2.9760 0.1100 -0.2326 1.050
C 3.7681 0.2661 1.3913 -0.173
O 1.7589 -0.8009 0.0903 -0.680
H 5.0978 -0.5512 -1.1378 0.084
H 3.7482 -1.3012 -1.9996 0.071
H 4.2640 -1.9461 -0.4150 0.077
H 4.6239 0.9307 1.3020 0.085
H 4.0960 -0.6999 1.7663 0.079
H 3.0334 0.7163 2.0584 0.063
```

As for the LUMO energy: -0.3405 hartree. The HOMO-LUMO gap comes out at 0.30660 Ha. For the HOMO energy, the calculation gives -17.610 eV. Its total charge is +3. For the maximum force, the calculation gives 1.9 eV/Å.


The following is a quantum chemistry calculation of a molecular structure, C27H30AsN7O2S2Tc, from the OMol25 dataset.

XYZ file:
```
70
Properties=species:S:1:pos:R:3:mulliken_spin:R:1
Tc -0.8050 -0.4388 0.8504 2.597
O -0.8759 -2.1599 1.6110 0.086
C 0.0473 -3.0237 2.0730 0.033
C -0.2761 -4.3747 2.0946 -0.002
C 0.6511 -5.2767 2.5836 0.010
C 1.8928 -4.8529 3.0614 0.014
C 2.2064 -3.5140 3.0460 0.006
C 1.2944 -2.5757 2.5346 0.019
C 1.6124 -1.1821 2.5770 0.060
N 0.9083 -0.2499 2.0215 -0.067
N 1.2772 1.0536 2.3308 0.060
C 0.2763 1.8418 2.1166 -0.021
O -0.8653 1.3622 1.6381 0.063
C 0.3597 3.2874 2.3537 -0.005
C -0.7145 4.1101 2.0210 0.000
C -0.6239 5.4758 2.2312 0.001
C 0.5332 6.0196 2.7717 -0.003
C 1.6044 5.1997 3.1057 0.002
C 1.5221 3.8345 2.8989 -0.005
H -1.2434 -4.6827 1.7189 0.000
H 0.4052 -6.3303 2.6028 0.001
H 2.5981 -5.5728 3.4512 0.001
H 3.1580 -3.1677 3.4303 0.000
H 2.4756 -0.8504 3.1477 -0.004
H -1.6148 3.6765 1.6075 0.001
H -1.4575 6.1175 1.9802 0.000
H 0.5998 7.0862 2.9396 0.000
H 2.5007 5.6271 3.5340 0.000
H 2.3457 3.1854 3.1623 -0.001
N -2.6710 1.5221 -2.3991 0.003
C -1.5009 2.2656 -2.5166 0.012
C -1.1213 3.2852 -3.3827 0.001
C 0.1131 3.8599 -3.1516 0.000
C 0.9340 3.4525 -2.0867 0.001
C 0.5572 2.4314 -1.2382 0.014
C -0.6673 1.8199 -1.4884 -0.063
N -1.3215 0.8020 -0.8146 -0.039
C -2.5161 0.6834 -1.3616 0.043
C -3.4480 -0.2386 -0.7376 -0.011
C -4.7239 -0.6057 -0.9973 0.005
S -5.2563 -1.7133 0.1928 0.005
C -3.7451 -1.6500 0.9578 0.018
N -2.8999 -0.8387 0.3797 -0.035
H -3.4929 1.6082 -2.9751 0.000
H -1.7611 3.6271 -4.1847 0.000
H 0.4464 4.6653 -3.7914 0.000
H 1.8699 3.9693 -1.9205 0.000
H 1.1621 2.1416 -0.3892 0.038
H -5.3722 -0.2913 -1.7988 0.001
H -3.4970 -2.2368 1.8295 0.001
N -2.9933 -4.4719 -0.4334 0.001
N -2.4743 -3.5900 -1.4647 0.001
H -2.7628 -5.4298 -0.6756 0.000
H -4.0038 -4.4359 -0.5212 0.000
H -1.9716 -2.8520 -0.9816 -0.008
H -1.7527 -4.0814 -1.9795 0.002
C 3.0337 -2.5910 -2.7114 0.003
As 2.0899 -1.0445 -2.0836 0.027
C 1.4811 -0.0971 -3.6402 0.001
C 3.3727 0.0205 -1.1293 0.002
S 0.5099 -1.8232 -0.8618 0.124
H 3.7913 -2.2798 -3.4296 0.000
H 2.3270 -3.2690 -3.1852 0.001
H 3.5022 -3.0863 -1.8636 0.001
H 2.3462 0.2012 -4.2318 0.000
H 0.9164 0.7829 -3.3442 0.000
H 0.8522 -0.7701 -4.2204 0.000
H 4.2719 0.1024 -1.7394 0.000
H 3.6084 -0.4785 -0.1912 0.002
H 2.9747 1.0091 -0.9336 0.003
```

As for the LUMO energy (alpha / beta): -0.2150 / -0.2587 hartree. The HOMO-LUMO gap (alpha / beta) comes out at 0.26425 / 0.23227 Ha. Its spin multiplicity is 4. For the HOMO energy (alpha / beta), the calculation gives -13.041 / -13.359 eV. Its total charge is +2. For the maximum force, the calculation gives 0.9 eV/Å.


The following is a quantum chemistry calculation of a molecular structure, C27H30CrN4O5Se2 at a distorted geometry, from the OMol25 dataset.

XYZ file:
```
69
Properties=species:S:1:pos:R:3:mulliken_spin:R:1
Cr -0.8169 1.0937 1.4027 3.500
O -0.1300 0.0169 2.9445 -0.050
C -0.4112 0.4784 4.1480 0.003
C 0.0025 -0.1563 5.3256 0.008
C -0.2144 0.4508 6.5610 -0.021
C -0.8485 1.6818 6.6521 0.017
C -1.3150 2.2904 5.4836 -0.012
C -1.1323 1.6936 4.2492 0.034
C -1.6519 2.2277 2.9644 -0.406
N -2.5616 1.4357 2.2564 -0.124
C -3.5350 2.1228 1.4356 0.020
C -3.1966 1.8736 -0.0416 0.019
N -1.7415 1.9648 -0.1521 -0.085
C -1.2252 2.6608 -1.0883 0.019
C 0.1889 2.8185 -1.3346 0.084
C 0.5876 3.6302 -2.4080 0.002
C 1.9084 3.7744 -2.7609 0.004
C 2.8787 3.0600 -2.0328 0.009
C 2.5309 2.2710 -0.9662 0.002
C 1.1739 2.1419 -0.5426 -0.037
O 0.8896 1.4287 0.4753 -0.019
H 0.5184 -1.1068 5.2555 0.002
H 0.1285 -0.0451 7.4633 -0.003
H -0.9863 2.1614 7.6148 0.001
H -1.8467 3.2367 5.5382 0.000
H -1.8060 3.3125 2.9372 -0.021
H -3.5262 3.2085 1.6194 -0.001
H -4.5462 1.7560 1.6447 -0.009
H -3.6966 2.5776 -0.7167 0.016
H -3.5046 0.8583 -0.3082 -0.006
H -1.8964 3.1723 -1.7876 0.000
H -0.1820 4.1423 -2.9794 0.000
H 2.1948 4.4183 -3.5825 0.001
H 3.9214 3.1305 -2.3256 0.001
H 3.2782 1.7220 -0.4051 0.002
O 4.2479 -4.2020 -0.2497 0.000
C 3.0547 -4.9878 -0.2852 0.000
C 1.9086 -4.2159 0.3731 -0.001
C 0.6374 -5.0612 0.2684 0.000
O 0.3145 -5.4687 -1.0639 0.000
C 2.2226 -3.9639 1.8459 0.000
Se 1.1881 -2.4482 2.5806 0.002
C 1.7473 -2.8672 -0.3312 0.018
Se 0.3169 -1.8105 0.4840 0.023
H 4.9605 -4.7151 -0.6395 0.000
H 3.1994 -5.9273 0.2613 0.000
H 2.7837 -5.2295 -1.3136 0.000
H -0.1907 -4.5009 0.7034 0.000
H 0.7706 -5.9802 0.8422 0.000
H 0.0838 -4.6765 -1.5611 0.000
H 3.2707 -3.6977 1.9502 0.000
H 2.0225 -4.8538 2.4461 0.000
H 1.4958 -2.9870 -1.3896 0.000
H 2.6710 -2.2983 -0.2597 0.000
N -3.6523 0.7837 -4.5082 0.000
C -2.3872 1.0713 -4.9432 -0.002
O -2.1981 1.6675 -5.9832 0.000
C -1.2566 0.6670 -4.0437 0.002
C 0.0338 1.0240 -4.4071 0.002
C 1.0833 0.6881 -3.5751 0.003
C 0.8040 -0.0134 -2.4088 -0.003
N -0.4242 -0.3818 -2.0560 0.003
C -1.4239 -0.0333 -2.8603 0.008
H -4.3726 0.9362 -5.1951 0.000
H -3.8055 0.0317 -3.8597 0.000
H 0.1784 1.5658 -5.3336 0.000
H 2.0999 0.9782 -3.8050 0.001
H 1.5953 -0.2727 -1.7121 0.001
H -2.4106 -0.3249 -2.5103 -0.004
```

As for the LUMO energy (alpha / beta): 0.0816 / 0.0816 hartree. The HOMO-LUMO gap (alpha / beta) comes out at 0.21363 / 0.19113 Ha. Its spin multiplicity is 4. For the HOMO energy (alpha / beta), the calculation gives -3.592 / -2.980 eV. Its total charge is -1. For the maximum force, the calculation gives 1.2 eV/Å.


Number 1: molecular weight 503.6 Da. Number 2: molecular weight 688.9 Da. Number 3: molecular weight 721.6 Da. Number 4: molecular weight 700.5 Da.